Molecular formula: C10H12CrF6N6O6S2
Method: DFT, wB97M-V/def2-TZVPD

Each line ends with the natural charge from an NBO analysis.
Positions of all 43 atoms, in Å:
Cr1 0.261818 -0.367227 0.008628  1.042
N1 -1.563705 -0.821435 -2.047850  -0.644
N2 -2.813976 -0.740826 -1.412899  -0.410
C1 -2.785261 -0.737878 -0.046379  0.661
N3 -3.860910 -1.185237 0.615911  -0.770
N4 -1.664944 -0.324794 0.516700  -0.485
N5 -1.462530 -0.369999 1.849698  0.648
O1 -2.333911 -0.517261 2.673411  -0.375
O2 -0.259521 -0.257972 2.111192  -0.383
H1 -1.538433 -0.196569 -2.840516  0.388
H2 -1.342885 -1.769548 -2.335177  0.381
H3 -3.540459 -1.333135 -1.792591  0.379
H4 -4.758481 -1.136957 0.159762  0.409
H5 -3.826474 -0.987817 1.610164  0.444
F1 3.518801 -4.499388 -0.085074  -0.282
C2 2.771327 -3.688257 0.632787  0.763
F2 3.526629 -2.907426 1.394758  -0.295
F3 1.987052 -4.425036 1.426540  -0.307
S1 1.635041 -2.621146 -0.426980  2.199
O3 1.660874 -3.094551 -1.773552  -0.905
O4 0.340053 -2.671690 0.223977  -0.934
N6 2.174114 -1.114624 -0.271823  -1.208
S2 3.491790 -0.850392 -1.179601  2.247
O5 4.086865 0.400362 -0.872777  -0.883
O6 4.282316 -2.036920 -1.219772  -0.919
C3 2.813894 -0.582131 -2.944770  0.738
F4 1.478404 -0.387571 -2.913694  -0.332
F5 3.343948 0.528395 -3.444866  -0.303
F6 3.071856 -1.566921 -3.782025  -0.294
C4 0.677166 1.638514 -0.428028  -0.845
C5 -0.116654 2.413721 0.545580  -0.032
C6 -1.451763 2.761074 0.277442  -0.202
C7 -2.241456 3.384303 1.229874  -0.233
C8 -1.716415 3.700753 2.476323  -0.262
C9 -0.387626 3.403256 2.746838  -0.196
C10 0.401720 2.774711 1.797301  -0.233
H6 1.749652 1.790797 -0.288927  0.219
H7 0.398492 1.887270 -1.455205  0.201
H8 -1.864089 2.512950 -0.696433  0.183
H9 -3.273366 3.627448 1.001456  0.202
H10 -2.334673 4.176473 3.226793  0.208
H11 0.032229 3.662192 3.711258  0.210
H12 1.433493 2.530490 2.022546  0.211

Atomic forces in eV per Å
1.64 0.48 -1.58
0.09 0.16 -0.16
0.16 -0.46 0.40
-0.25 -0.09 0.13
0.09 0.54 -0.01
-1.11 -0.16 -0.60
0.58 -0.04 1.11
-0.37 0.04 0.15
-0.95 -0.07 1.05
0.05 0.08 0.01
-0.07 0.00 0.03
-0.10 0.10 -0.07
0.02 -0.18 -0.03
-0.18 -0.06 0.02
-0.06 0.14 -0.11
-0.18 -0.09 0.37
-0.05 -0.15 -0.09
0.06 0.04 -0.09
0.50 -0.74 -0.78
0.14 -0.40 0.02
-0.24 0.74 0.53
0.16 -0.62 -0.14
0.41 0.42 -0.86
-0.27 0.23 0.36
0.11 -0.16 -0.08
-0.42 0.45 -0.01
0.11 -0.19 0.10
0.23 0.04 0.15
0.14 -0.31 0.22
-0.19 0.04 0.08
-0.02 0.28 -0.10
0.14 -0.09 0.11
-0.03 -0.01 0.00
-0.07 0.03 0.07
0.00 -0.01 0.01
-0.13 -0.06 -0.06
0.01 0.03 -0.07
0.05 -0.02 -0.04
-0.03 0.03 0.00
0.02 0.02 -0.01
0.01 0.02 -0.02
0.02 -0.01 -0.01
0.01 0.02 0.01

E_tot in eV: -98182.210
Energy relative to the best compared isomer or geometry (same formula, charge and spin) in kJ/mol: 90.5
HOMO (alpha / beta) in eV: -7.14 / -7.32
⟨S²⟩: 6.037
Kohn-Sham gap (alpha / beta) in hartree: 0.21921 / 0.22858
E_LUMO (alpha / beta) in eV: -1.174 / -1.105
Multiplicity: 5